Entry 1:
# C3H28NO11S

C3H28NO11S as an isolated structure in a non-equilibrium geometry (ωB97M-V/def2-TZVPD, OMol25).

Values from the calculation:
Net charge: -1
E_HOMO, Eh: -0.2465
Relative energy (zero: lowest compared OMol25 entry of this formula, charge and spin), eV: 0.000
Gap between HOMO and LUMO, Ha: 0.3358
Calculated total energy, hartree: -1411.72310

The geometry in XYZ format:
```
44
C3H28NO11S | OMol25 | ωB97M-V/def2-TZVPD
C -0.82151 -2.73678 -0.60732
O -2.01486 -2.00668 -0.83865
C 0.17664 -2.11087 0.39034
C 0.70273 -3.18389 1.31292
S 1.98965 -4.17487 0.45693
N -0.54175 -1.11344 1.25396
H -1.07305 -3.78110 -0.46119
H -0.34026 -2.83290 -1.59628
H 0.89006 -1.55737 -0.21578
H -0.05351 -3.76736 1.82963
H 1.26406 -2.74884 2.12797
H 2.93465 -3.24280 0.65731
H 0.10801 -1.04863 2.01588
H -0.47530 -0.22182 0.77257
H -0.59058 2.70582 -2.15987
H 0.82382 2.82219 -2.35970
O 0.02035 3.31119 -2.60408
H -2.67094 2.98079 -1.34872
H -3.58507 2.82985 -0.19562
O -2.99255 3.48090 -0.59061
H -0.93060 2.66264 0.11142
H -1.84780 -1.06857 -0.70443
O -0.89392 1.71598 -0.06466
H 0.29355 1.39821 1.14102
H 1.62119 2.04248 1.14917
O 1.06100 1.54970 1.76018
H -0.17372 1.01479 4.03588
H 1.25344 0.87020 3.83931
O 0.50451 0.36570 4.18303
H -2.40132 -0.37417 1.93483
H -2.24689 1.02906 1.29744
O -2.79299 0.51460 1.90854
H 0.08641 1.48382 -0.70176
H 1.61740 0.34448 -1.34980
O 0.86853 0.93020 -1.44581
H 2.26183 0.99152 -3.08947
H 3.40046 0.01552 -3.37919
O 2.72711 0.54545 -3.81482
H -1.62473 -0.01633 -2.57956
H -1.95185 0.60994 -3.98885
O -2.30933 0.35566 -3.13957
H 1.83515 -0.10959 1.86121
H 3.19254 0.10737 1.36919
O 2.69945 -0.58207 1.82701
```


Entry 2:
# C15H25BCl5NRhSi2Te

C15H25BCl5NRhSi2Te as an isolated structure (ωB97M-V/def2-TZVPD, OMol25).

Values from the calculation:
Net charge: +1
E_HOMO (alpha / beta), Eh: -0.4348 / -0.4348
Multiplicity: 5
Relative energy (zero: lowest compared OMol25 entry of this formula, charge and spin), eV: 0.668
Gap between HOMO and LUMO (alpha / beta), Ha: 0.3001 / 0.1738
Calculated total energy, hartree: -3924.33513

The geometry in XYZ format:
```
51
C15H25BCl5NRhSi2Te | OMol25 | ωB97M-V/def2-TZVPD
Rh -0.66410 0.07680 -2.21133
Cl -1.36755 -2.24819 -3.30200
C 0.34311 -2.01840 -3.67350
C 0.91357 -0.89240 -3.10110
C 2.25250 -0.65426 -3.35499
Cl 3.00634 0.73275 -2.64946
C 2.99448 -1.52410 -4.15357
Cl 4.64930 -1.22271 -4.45535
C 2.38003 -2.65586 -4.70837
Cl 3.27806 -3.72825 -5.68319
C 1.02754 -2.91904 -4.46347
Cl 0.24257 -4.29311 -5.11177
C 0.82928 3.12563 -0.43106
Si 1.28076 2.39733 1.20546
C 3.02035 2.73867 1.71319
C 0.05426 2.90204 2.50107
C 1.20412 0.45056 1.05676
Te -0.69488 -0.16879 0.48654
C -1.56822 -0.47745 2.36606
Si -1.40143 -2.31063 2.94829
C -2.34300 -3.33309 1.72749
C -2.13311 -2.32508 4.63953
C 0.40063 -2.74380 2.94374
H 0.85140 4.21769 -0.36891
H -0.18283 2.85889 -0.75425
H 1.52829 2.82287 -1.21103
H 3.16317 3.81698 1.83816
H 3.73035 2.39213 0.95765
H 3.26221 2.25598 2.66350
H 0.10796 3.98584 2.63850
H 0.26494 2.44008 3.47051
H -0.97870 2.67372 2.22038
H 1.44045 -0.01853 2.01443
H 1.88789 0.10221 0.27681
H -2.62053 -0.20110 2.26558
H -1.06085 0.23162 3.02376
H -3.39460 -3.03700 1.68173
H -2.30827 -4.38839 2.01152
H -1.92132 -3.25921 0.71874
H -3.18178 -2.01817 4.62598
H -1.58830 -1.66509 5.31912
H -2.08676 -3.33933 5.04889
H 0.84179 -2.67972 1.94336
H 0.53180 -3.77511 3.28327
H 0.97570 -2.10298 3.61868
B -3.04797 3.72383 -3.83584
C -2.39687 2.48933 -3.18508
N -1.90640 1.58358 -2.63416
H -3.99933 3.98523 -3.11920
H -2.18937 4.58312 -3.85557
H -3.42665 3.41289 -4.94547
```


Entry 3:
# C5H8N3O

A 2-piece molecular cluster, C5H8N3O overall in a non-equilibrium geometry (ωB97M-V/def2-TZVPD, OMol25).

Values from the calculation:
Net charge: +1
E_HOMO, Eh: -0.5149
Relative energy (zero: lowest compared OMol25 entry of this formula, charge and spin), eV: 7.107
Gap between HOMO and LUMO, Ha: 0.3279
Calculated total energy, hartree: -434.33492

The geometry in XYZ format:
```
17
C5H8N3O | OMol25 | ωB97M-V/def2-TZVPD
C -0.69718 1.53601 -2.30687
C -0.16857 1.64904 -1.06896
C 1.84134 2.50299 -0.07156
C -2.11765 -3.65260 1.02012
C 0.41373 2.06475 -0.02316
N -0.74450 0.17216 -2.73010
N -0.05932 -1.35427 -1.13895
N -0.49788 -0.64160 -1.93249
O -1.82114 -3.10992 0.00720
H -1.32603 2.32420 -2.75603
H 2.38826 2.06933 0.66784
H 2.38091 2.35821 -1.04933
H 1.59556 3.52925 0.01371
H -3.05894 -3.78636 1.54831
H -1.34769 -4.26200 1.50437
H -0.56999 -2.06315 -0.74824
H -0.09887 2.21810 0.94278
```